{
  "formula": "C20H51AlClN5O7",
  "method": "ωB97M-V/def2-TZVPD",
  "elements": ["N", "C", "Al", "C", "C", "O", "Cl", "C", "O", "O", "H", "H", "H", "H", "H", "H", "H", "C", "C", "C", "O", "C", "N", "H", "H", "H", "H", "H", "H", "H", "H", "H", "H", "H", "C", "C", "C", "O", "C", "N", "H", "H", "H", "H", "H", "H", "H", "H", "H", "H", "H", "C", "C", "C", "O", "C", "N", "H", "H", "H", "H", "H", "H", "H", "H", "H", "H", "H", "C", "C", "C", "O", "C", "N", "H", "H", "H", "H", "H", "H", "H", "H", "H", "H", "H"],
  "coordinates": [[1.680, 0.802, 0.268], [0.934, -0.376, 0.925], [-1.029, -0.530, 0.348], [-2.323, 0.728, 1.334], [-3.885, 0.407, 0.833], [-4.590, -0.604, 1.399], [-4.776, 1.401, -0.479], [-1.648, -2.458, 0.783], [-1.097, -3.010, 1.887], [-2.644, -3.218, 0.012], [2.140, 0.367, -0.587], [2.425, 1.131, 0.947], [1.513, -1.390, 0.682], [0.946, -0.129, 2.090], [-1.179, -0.250, -1.202], [-2.301, 0.393, 2.478], [-2.123, 1.870, 1.179], [-1.310, 7.588, 2.030], [-2.463, 6.665, 2.418], [-2.009, 5.244, 2.824], [-1.646, 4.405, 1.723], [-0.331, 4.618, 1.233], [-3.435, 6.627, 1.316], [-0.918, 7.379, 1.032], [-1.644, 8.633, 2.027], [-0.485, 7.508, 2.747], [-2.953, 7.113, 3.291], [-2.858, 4.743, 3.307], [-1.205, 5.275, 3.568], [0.372, 4.878, 2.030], [-0.340, 5.390, 0.462], [0.010, 3.691, 0.764], [-4.250, 6.092, 1.618], [-3.030, 6.048, 0.573], [2.706, -3.989, -4.487], [1.396, -3.547, -3.839], [1.497, -2.195, -3.096], [2.154, -2.269, -1.827], [3.572, -2.264, -1.900], [0.918, -4.616, -2.951], [3.421, -4.388, -3.764], [2.519, -4.783, -5.220], [3.181, -3.156, -5.018], [0.664, -3.421, -4.647], [0.477, -1.851, -2.879], [1.956, -1.423, -3.725], [3.943, -1.641, -2.718], [3.943, -3.286, -1.996], [3.958, -1.863, -0.960], [-0.006, -4.361, -2.600], [1.507, -4.600, -2.112], [-4.357, -7.864, -0.898], [-3.548, -6.724, -1.513], [-4.397, -5.754, -2.368], [-4.750, -6.262, -3.658], [-5.867, -7.139, -3.656], [-2.435, -7.292, -2.287], [-4.604, -8.645, -1.620], [-3.785, -8.344, -0.094], [-5.290, -7.491, -0.461], [-3.127, -6.144, -0.683], [-3.793, -4.858, -2.561], [-5.288, -5.416, -1.828], [-6.615, -6.855, -2.911], [-5.535, -8.166, -3.496], [-6.333, -7.096, -4.644], [-1.840, -6.529, -2.611], [-2.830, -7.674, -3.152], [4.491, 3.902, 4.233], [5.130, 3.320, 2.975], [5.952, 4.349, 2.165], [5.161, 5.262, 1.397], [4.642, 6.354, 2.140], [4.083, 2.699, 2.152], [3.607, 4.508, 4.018], [4.168, 3.096, 4.903], [5.206, 4.523, 4.785], [5.822, 2.533, 3.300], [6.556, 3.797, 1.433], [6.659, 4.892, 2.803], [5.329, 6.687, 2.924], [3.673, 6.089, 2.566], [4.479, 7.187, 1.450], [4.525, 2.223, 1.364], [3.554, 3.457, 1.709]],
  "forces_ev_per_a": [[1.154, -0.781, 0.054], [0.734, -0.140, 1.217], [0.080, -1.546, 0.076], [-2.941, 1.009, 0.389], [-1.551, -6.003, 5.154], [4.264, 7.026, -4.076], [0.933, -0.572, 0.881], [-2.084, -4.856, 0.964], [-1.843, 2.039, -3.893], [4.243, 3.080, 2.803], [-0.528, 1.049, 1.458], [-0.825, -0.748, -1.371], [-1.206, 1.950, 0.964], [0.167, -0.903, -2.174], [0.081, 0.363, -0.679], [-0.290, 0.862, -2.441], [-0.416, -2.065, 0.413], [0.106, 0.340, 0.139], [0.222, -0.271, -0.334], [-0.289, -0.341, -0.345], [0.072, 0.646, 0.764], [-0.177, -0.433, -0.367], [-0.039, -0.246, 0.059], [-0.076, -0.099, 0.105], [-0.018, -0.176, -0.029], [-0.071, -0.029, -0.105], [-0.023, -0.135, -0.029], [0.100, 0.003, -0.189], [0.150, 0.080, -0.064], [-0.036, 0.096, 0.069], [0.201, 0.163, 0.025], [-0.107, -0.011, 0.120], [0.128, 0.136, -0.069], [-0.102, 0.192, 0.223], [0.078, -0.079, -0.387], [0.269, -0.031, 0.488], [-0.516, -0.112, 0.300], [0.351, 0.231, -0.728], [-0.482, -0.094, 0.430], [0.000, 0.219, 0.048], [-0.105, 0.076, 0.036], [-0.016, 0.074, 0.157], [-0.010, -0.056, 0.074], [-0.013, 0.084, 0.152], [0.201, -0.082, 0.169], [0.212, -0.007, -0.047], [-0.014, -0.040, -0.126], [0.238, -0.015, -0.162], [-0.156, 0.021, -0.016], [0.091, -0.044, 0.026], [-0.238, -0.023, -0.249], [-0.047, -0.103, 0.321], [-0.179, 0.026, -0.121], [0.606, 0.327, 0.231], [-0.595, -0.195, 0.116], [0.505, 0.228, -0.338], [-0.088, 0.070, -0.402], [0.002, 0.032, -0.074], [-0.035, 0.111, -0.166], [0.106, -0.028, -0.061], [-0.072, 0.195, -0.245], [-0.108, -0.207, 0.087], [-0.023, -0.117, -0.009], [0.070, -0.033, 0.100], [-0.199, -0.143, 0.171], [0.044, 0.087, 0.006], [0.022, -0.133, 0.244], [0.102, 0.078, 0.277], [0.060, -0.094, 0.366], [-0.351, 0.271, -0.226], [-0.115, -0.259, -0.288], [0.481, 0.008, 0.499], [-0.197, -0.113, -0.417], [0.403, 0.345, -0.214], [0.088, -0.063, -0.082], [0.023, 0.120, -0.220], [-0.070, -0.019, -0.057], [0.015, 0.078, -0.142], [-0.194, 0.105, 0.013], [-0.079, 0.139, 0.119], [-0.006, -0.097, 0.068], [0.025, 0.125, 0.215], [0.078, -0.128, -0.017], [-0.176, -0.090, 0.176], [0.000, -0.323, 0.192]],
  "lowdin_charge": [-0.15, -0.36, 0.26, -0.21, -0.65, -0.15, 0.41, -0.54, -0.29, -0.40, 0.04, 0.01, 0.05, 0.06, -0.08, 0.09, 0.04, -0.09, -0.44, -0.20, -0.20, -0.10, 0.03, 0.06, 0.07, 0.07, 0.13, 0.12, 0.11, 0.08, 0.07, 0.09, 0.07, 0.08, -0.09, -0.43, -0.19, -0.20, -0.12, 0.04, 0.06, 0.07, 0.07, 0.13, 0.12, 0.11, 0.08, 0.07, 0.08, 0.08, 0.08, -0.09, -0.42, -0.18, -0.20, -0.13, 0.03, 0.05, 0.07, 0.07, 0.14, 0.13, 0.12, 0.09, 0.06, 0.08, 0.06, 0.06, -0.08, -0.43, -0.20, -0.19, -0.11, 0.05, 0.06, 0.08, 0.07, 0.13, 0.12, 0.11, 0.09, 0.07, 0.08, 0.08, 0.08],
  "gap_ev": 3.26,
  "total_charge": -2,
  "molar_mass_g_mol": 536.09
}